Entry 1:
14 unconnected molecules or ions with the total composition C68H76F15N3O10 at a distorted geometry. Source: OMol25; level of theory: ωB97M-V/def2-TZVPD.

The geometry in XYZ format:
```
172
Properties=species:S:1:pos:R:3:forces:R:3
N -0.33854 5.38132 4.47865 -0.5 1.0 -1.0
C 0.64915 5.28467 5.42114 0.0 -1.3 -1.3
C 1.16505 3.99742 5.20648 0.6 -0.1 1.9
C 0.42258 3.30496 4.23580 -0.5 1.5 -0.9
C -0.40128 4.27659 3.70043 -0.8 -1.4 0.3
H -0.93194 6.17625 4.28877 0.4 0.0 0.2
H 0.87556 6.17812 5.98406 0.3 -0.5 0.3
H 1.95275 3.51091 5.76257 0.1 0.3 0.2
H 0.38635 2.27605 3.90955 0.6 0.1 0.1
H -1.10580 4.13988 2.89336 -0.2 0.3 0.2
N 2.15598 2.79175 -5.55240 2.2 -0.5 -2.1
C 1.05748 2.94068 -4.85884 -1.8 -0.7 2.7
C 1.09188 2.00795 -3.78227 0.4 1.3 -1.2
C 2.30399 1.28661 -3.95321 1.1 0.3 -0.4
C 2.96184 1.78430 -5.06867 -1.0 0.5 0.0
H 2.31702 3.21554 -6.45493 0.0 0.1 0.3
H 0.37354 3.74008 -5.10292 -0.1 -0.3 0.2
H 0.42670 1.99356 -2.93155 -0.1 -0.3 -0.2
H 2.83327 0.58995 -3.32003 -0.6 -0.2 0.3
H 3.88191 1.59814 -5.60271 0.0 -0.3 0.4
N 1.08576 -0.44953 -0.11348 -0.7 -1.4 0.3
C 1.11027 0.85425 -0.34708 2.7 1.8 -1.3
C 0.11298 1.49301 0.26916 -1.4 0.1 1.7
C -0.66074 0.48078 0.93191 0.5 -0.1 -0.7
C -0.02982 -0.71637 0.62346 -0.5 -0.3 0.9
H 1.75950 -1.14449 -0.40194 -0.1 0.2 -0.1
H 1.93672 1.30317 -0.87797 0.0 -0.1 -0.1
H 0.03589 2.55097 0.47206 -0.2 0.0 -0.5
H -1.56528 0.70038 1.47962 0.1 -0.5 0.1
H -0.21088 -1.74409 0.90171 -0.3 0.1 0.1
C -5.01079 4.14128 0.40376 -2.2 -1.8 -2.6
C -6.40514 4.12330 0.56025 0.9 -0.3 -0.4
C -6.91704 4.60215 1.72128 -2.6 -0.9 -0.3
C -6.13015 5.12523 2.65928 3.1 1.3 2.3
C -4.74069 5.01285 2.55283 -0.3 0.7 -0.3
C -4.18382 4.50247 1.38539 1.2 0.8 1.9
H -4.69472 3.66268 -0.51135 0.6 0.2 -0.1
H -7.05578 3.68042 -0.17929 0.1 0.0 -0.2
H -7.94036 4.42527 2.01778 -0.5 0.4 -0.5
H -6.49350 5.67328 3.51603 -0.4 -0.4 0.2
H -4.09063 5.39553 3.32573 0.0 0.0 0.2
H -3.11059 4.41654 1.30052 0.1 -0.1 -0.1
C 4.02335 -2.19407 -1.49674 1.0 1.0 0.7
C 5.01658 -1.41989 -0.89306 -0.6 0.2 0.6
C 5.21982 -1.53581 0.47639 0.7 0.5 0.4
C 4.51858 -2.40541 1.26597 -1.1 -0.9 0.0
C 3.59452 -3.25857 0.66398 0.5 0.2 -0.4
C 3.36223 -3.12212 -0.69714 -0.5 -0.4 -0.7
H 3.84276 -1.95252 -2.53378 -0.4 -0.6 -0.1
H 5.51830 -0.60403 -1.39212 0.2 -0.2 -0.4
H 5.95600 -0.95466 1.01184 0.2 0.5 -0.3
H 4.61274 -2.40704 2.34186 0.4 -0.1 0.1
H 3.12315 -4.07860 1.18528 -0.2 0.3 0.2
H 2.62363 -3.76563 -1.15184 -0.1 -0.1 -0.1
C -2.92551 -7.51293 -4.52513 -0.3 -1.2 0.9
C -2.25646 -6.43728 -5.05682 0.1 -0.4 0.1
C -1.84092 -5.45134 -4.18890 -0.1 1.0 0.1
C -2.23616 -5.47164 -2.84631 0.4 0.6 0.4
C -3.00496 -6.46240 -2.32933 -0.4 -3.1 -1.2
C -3.26374 -7.58905 -3.17925 -1.0 1.9 0.4
H -3.12832 -8.36985 -5.15039 -0.3 0.0 -0.2
H -2.11765 -6.52153 -6.12454 0.6 0.7 -0.1
H -1.29616 -4.58461 -4.53302 0.1 -0.2 -0.2
H -1.98953 -4.72175 -2.10927 0.4 0.6 -0.5
H -3.34658 -6.49948 -1.30545 0.1 0.3 0.0
H -4.00036 -8.31331 -2.86422 0.4 -0.5 0.2
C 4.06047 1.53868 4.81750 2.9 1.6 3.0
C 4.73507 2.75922 5.08889 -0.6 -0.1 0.2
C 4.79276 3.82230 4.18241 -0.4 -1.2 0.4
C 4.21285 3.64782 2.91708 -0.4 -1.7 1.3
C 3.54138 2.40800 2.69517 1.0 0.7 -0.5
C 3.52629 1.34202 3.63579 -1.4 0.7 -3.7
H 4.21277 0.78540 5.57631 -0.5 -0.3 0.0
H 5.16396 2.78042 6.07986 0.3 0.6 0.0
H 5.26122 4.76113 4.43844 0.2 0.0 0.1
H 4.39370 4.47265 2.24376 -0.7 -0.4 -0.6
H 3.13740 2.20017 1.71538 -0.2 0.1 -0.1
H 3.12894 0.38348 3.33627 -0.3 0.0 -0.1
C 0.04780 -5.10258 0.91245 -0.1 0.2 -0.3
C -0.17286 -5.12138 2.25377 -1.3 1.1 0.6
C 0.70381 -5.73257 3.08171 0.3 0.4 2.4
C 1.86024 -6.26049 2.65177 1.4 -2.2 -1.4
C 2.10312 -6.33715 1.27908 -0.5 0.1 0.2
C 1.17941 -5.73595 0.43986 0.7 0.5 -1.0
H -0.62903 -4.52508 0.30024 0.1 -0.1 -0.4
H -0.94923 -4.53074 2.71723 -0.5 -0.1 -0.2
H 0.62848 -5.69657 4.15847 -0.7 0.1 0.1
H 2.48207 -6.80422 3.34753 0.3 0.2 0.1
H 2.95919 -6.84050 0.85460 0.2 0.1 0.1
H 1.45979 -5.55500 -0.58730 -0.2 -0.6 -0.3
C -5.09923 -5.03293 0.48192 -1.1 -0.9 -0.6
C -4.13001 -4.51276 1.28077 1.2 1.1 0.3
C -4.25620 -3.22521 1.75973 -0.7 1.3 0.3
C -5.38750 -2.47010 1.47397 -0.3 -0.9 0.1
C -6.37893 -3.02296 0.65396 0.3 0.8 0.2
C -6.24949 -4.29544 0.13799 0.4 -0.2 1.0
H -4.96504 -6.07122 0.21667 -0.4 -0.1 -0.4
H -3.20622 -5.00926 1.53866 -0.1 -0.6 -0.1
H -3.54694 -2.73812 2.41249 0.3 -0.4 0.0
H -5.56711 -1.58102 2.06022 0.0 0.4 -0.4
H -7.27001 -2.45036 0.44296 -0.2 0.0 0.0
H -7.16263 -4.70629 -0.26668 0.4 -0.4 -0.6
C -1.53619 0.78606 -6.60559 -1.3 0.5 0.5
C -0.93888 -0.59421 -6.59366 0.4 0.5 -0.6
O -0.44538 -0.86419 -5.27915 0.8 -1.2 1.9
C -0.00058 -2.09763 -4.90523 -0.9 0.5 -2.0
O 0.09414 -3.06166 -5.61995 -0.3 0.5 0.1
C 0.48420 -2.25952 -3.45366 -2.2 1.5 0.1
F 0.48339 -1.06827 -2.83727 0.4 -0.7 0.1
F -0.33193 -3.09142 -2.73024 0.9 0.6 -0.7
F 1.67580 -2.76812 -3.53496 1.2 -0.5 0.7
H -0.87892 1.62864 -6.39075 0.4 -0.4 0.2
H -2.35795 0.84435 -5.89184 0.0 0.1 0.2
H -1.99294 1.01175 -7.56920 0.1 -0.3 -0.2
H -0.12474 -0.49608 -7.31176 0.3 -1.0 0.1
H -1.66372 -1.36385 -6.85892 0.2 0.0 -0.2
C 2.07232 -2.87895 4.61301 0.7 -0.1 -0.7
C 1.22900 -2.60282 5.84487 0.6 0.9 -0.2
O -0.07503 -3.03685 5.53230 -3.9 0.3 1.0
C -1.17753 -2.57221 6.30602 2.8 0.9 0.4
O -1.11465 -1.77545 7.22293 -0.1 -1.8 -2.0
C -2.49875 -3.22175 5.81468 0.2 -0.5 1.2
F -2.50384 -4.53436 6.00233 0.6 -1.0 0.6
F -3.52174 -2.74267 6.49280 -0.3 0.7 0.4
F -2.72239 -3.06522 4.55139 0.0 1.0 -2.1
H 3.00974 -2.32400 4.57582 0.2 -0.1 0.7
H 1.62081 -2.48857 3.70097 -0.7 0.0 0.1
H 2.30375 -3.91869 4.38174 -0.1 -0.1 0.4
H 1.26174 -1.52198 5.98211 -0.3 0.1 0.3
H 1.50064 -3.05959 6.79654 0.5 -0.2 -0.2
C -4.46674 -3.12290 -4.78950 -0.7 -0.1 -0.1
C -4.83188 -3.24399 -3.32990 -0.3 -0.1 0.1
O -4.34079 -2.01999 -2.71675 0.1 0.0 0.8
C -5.18832 -1.02912 -2.52821 -3.2 -0.1 -2.3
O -6.40947 -1.02326 -2.79958 3.6 -0.1 1.3
C -4.44404 0.30236 -2.25979 -0.6 0.7 0.1
F -4.74319 1.18509 -3.28137 0.7 -1.1 1.2
F -4.94400 0.86632 -1.11755 1.1 -0.5 -1.0
F -3.11084 0.11328 -2.20266 -1.3 0.7 0.2
H -4.75829 -4.00112 -5.36555 0.2 -0.2 0.2
H -3.38839 -2.97028 -4.83381 -0.1 0.1 -0.3
H -5.03848 -2.31140 -5.23970 0.3 0.3 0.0
H -4.32258 -4.09843 -2.88419 0.2 0.4 0.2
H -5.88952 -3.33231 -3.08152 0.0 0.1 -0.4
C 1.13418 5.60649 0.39455 0.4 -0.3 -1.1
C 0.74327 5.85349 -1.03024 -0.6 0.5 -0.1
O -0.30326 4.89679 -1.23789 -1.4 -1.1 -1.3
C -0.82682 4.75738 -2.45842 2.8 0.5 -2.1
O -0.36269 5.27643 -3.47307 -1.4 -0.5 2.1
C -1.90698 3.66536 -2.61304 -1.3 -0.8 0.9
F -1.75408 2.67721 -1.65652 -0.1 1.2 -1.8
F -3.13737 4.18986 -2.43838 0.3 0.2 0.4
F -1.95055 3.16120 -3.86052 0.8 -0.1 1.1
H 0.23423 5.61871 1.00939 0.5 0.7 0.5
H 1.97256 6.29616 0.49244 -0.3 0.1 1.3
H 1.52157 4.58835 0.43224 0.2 0.0 0.2
H 1.60989 5.79577 -1.68883 -0.3 -0.6 -0.4
H 0.26802 6.81323 -1.23307 0.2 0.3 0.3
C 7.82156 7.06808 0.87551 -0.8 -1.3 0.3
C 6.73654 6.18884 1.60311 1.2 1.8 -0.1
O 6.34663 5.09771 0.76587 0.3 -1.4 -1.0
C 7.18077 4.08289 0.43012 2.9 -0.7 3.5
O 8.30235 3.80740 0.91754 -3.7 1.6 -1.7
C 6.57563 3.07175 -0.55471 -0.8 0.2 -1.7
F 7.11647 1.83436 -0.45792 -0.8 1.5 0.1
F 5.22274 3.00013 -0.52007 1.0 -0.3 0.6
F 6.85275 3.56362 -1.80037 0.2 -0.5 0.5
H 8.11001 7.95115 1.44566 0.1 -0.3 0.2
H 7.45268 7.40753 -0.09238 -0.2 -0.1 0.0
H 8.64407 6.37541 0.69720 0.4 0.5 0.1
H 5.86389 6.81048 1.80348 -0.4 -0.4 -0.5
H 7.05377 5.89357 2.60325 0.4 -0.6 -0.3
```
Positions in Å, forces in eV/Å.

Values from the calculation:
multiplicity: 1
DFT total energy: -137452.726 eV

=====

Entry 2:
A molecular structure, C68H92N7OP5SSi2Ta at a distorted geometry. Source: OMol25; level of theory: ωB97M-V/def2-TZVPD.

The geometry in XYZ format:
```
177
Properties=species:S:1:pos:R:3:forces:R:3
Ta -0.36202 0.24282 0.42316 -0.1 1.8 -0.2
C 0.17272 1.11415 5.45161 -0.1 -0.1 -0.1
Si -0.04578 -0.12940 4.06627 0.0 -0.5 0.2
C -1.72396 -0.93925 4.11396 0.3 0.2 0.3
C 1.21969 -1.50387 4.25311 -0.1 0.1 0.0
N 0.10674 0.66403 2.42244 -0.4 -0.6 -0.4
P 0.17600 2.32929 2.24731 0.5 -0.2 -0.4
C -0.12984 2.28930 0.51484 -0.3 -1.4 0.2
P -0.92361 3.19653 -0.79587 -0.1 -0.3 -0.5
N -1.88025 2.05247 -1.39749 -0.1 0.2 0.6
Si -3.60801 1.90694 -1.16755 -0.2 -0.3 0.0
C -3.91220 0.92843 0.42017 0.1 0.2 -0.3
C -4.27726 0.91038 -2.61654 -0.1 0.0 0.1
C -4.67500 3.43773 -1.04292 0.2 0.1 -0.1
C -1.68941 4.77877 -0.37156 0.0 -0.1 0.1
C -2.09138 5.56543 -1.45800 -0.1 0.0 0.1
C -2.71273 6.78184 -1.23763 0.0 0.0 -0.1
C -2.94408 7.22297 0.06078 0.0 0.0 0.1
C -2.52869 6.45902 1.14068 0.0 0.0 0.0
C -1.89889 5.23982 0.92334 -0.1 0.0 -0.1
C 0.23508 3.80286 -2.05898 0.1 0.0 0.2
C 1.06215 4.89110 -1.77005 0.1 -0.1 0.0
C 1.75100 5.53496 -2.78531 0.0 0.1 0.1
C 1.60078 5.11538 -4.10325 0.0 0.0 0.0
C 0.78257 4.03322 -4.39403 0.1 0.1 0.0
C 0.10921 3.37354 -3.37355 -0.1 0.0 0.1
C -1.05386 3.10423 3.29525 0.0 -0.2 -0.1
C -0.75533 4.23550 4.05354 0.0 -0.1 0.0
C -1.75745 4.83582 4.79991 0.0 0.0 0.0
C -3.04791 4.31880 4.78153 0.0 0.0 0.0
C -3.34019 3.18258 4.03502 0.0 -0.1 0.0
C -2.34178 2.57021 3.29772 0.1 0.1 0.0
C 1.73934 3.13526 2.59190 -0.2 0.1 -0.1
C 1.90074 4.36375 1.94130 0.0 -0.1 0.0
C 3.03308 5.12619 2.16521 0.0 0.0 0.0
C 4.01768 4.65482 3.02611 0.0 0.0 0.1
C 3.85310 3.44212 3.67996 0.1 0.0 0.1
C 2.70827 2.68568 3.47899 -0.1 0.0 0.0
H 0.73277 0.64980 6.26904 0.0 0.0 -0.1
H -0.79532 1.42165 5.85473 0.0 0.0 -0.1
H 0.70835 2.01585 5.16113 0.0 0.0 0.1
H -1.77184 -1.59495 4.99098 0.0 0.1 0.0
H -1.87612 -1.55288 3.22580 0.1 0.1 0.2
H -2.54471 -0.22366 4.19801 0.3 0.0 0.0
H 0.80548 -2.21367 4.97769 0.0 0.1 0.0
H 2.17081 -1.15700 4.66359 0.0 0.0 -0.1
H 1.42347 -2.05909 3.33406 -0.1 0.0 0.1
H -3.08760 0.23488 0.65097 -0.3 0.2 -0.1
H -4.82524 0.32772 0.34744 0.1 0.0 0.0
H -4.04360 1.61546 1.26064 0.0 -0.1 0.0
H -3.80007 -0.06554 -2.75242 -0.1 0.1 0.0
H -4.20967 1.47792 -3.55188 0.0 -0.1 0.1
H -5.34279 0.72375 -2.44014 0.1 0.0 0.0
H -4.46575 4.04662 -0.15962 0.0 0.0 0.0
H -5.71816 3.10650 -0.98129 0.1 0.0 0.0
H -4.58915 4.08307 -1.92110 0.0 0.0 0.0
H -1.92367 5.22036 -2.47242 0.0 0.1 0.0
H -3.01059 7.39270 -2.08072 0.0 0.0 0.0
H -3.44999 8.16579 0.23147 0.1 0.0 0.0
H -2.68659 6.80796 2.15332 0.0 0.0 0.0
H -1.57474 4.64799 1.76069 -0.1 0.1 0.0
H 1.14238 5.26189 -0.75510 0.0 0.0 -0.1
H 2.38081 6.38552 -2.55405 0.0 0.0 0.0
H 2.11547 5.63758 -4.90072 0.0 0.0 0.0
H 0.65199 3.71968 -5.42349 0.1 0.0 0.1
H -0.55227 2.54912 -3.58970 0.1 0.2 0.0
H 0.24756 4.64377 4.05936 0.0 0.0 0.0
H -1.52856 5.70885 5.39824 0.0 0.0 0.0
H -3.82958 4.79922 5.35735 0.0 0.0 0.0
H -4.34525 2.77930 4.03150 0.0 0.0 0.0
H -2.54550 1.67934 2.71602 -0.1 0.0 0.0
H 1.11669 4.71817 1.27932 0.1 0.1 0.0
H 3.14542 6.08633 1.67727 0.0 0.0 0.0
H 4.90748 5.24506 3.20439 0.0 0.0 0.0
H 4.61676 3.08834 4.36179 0.0 0.0 0.0
H 2.56644 1.76107 4.02106 0.1 0.0 0.0
C 1.31105 -3.42102 -0.56030 0.1 0.5 -0.2
C 2.24615 -2.40778 0.15565 -0.4 -0.1 -0.6
P 2.22830 -0.55429 -0.11254 -0.2 -0.2 0.1
C 3.65428 -0.14701 0.94957 -0.3 0.1 0.3
C 4.93187 0.02743 0.41530 0.0 0.1 0.0
C 6.01493 0.19599 1.26467 0.0 0.0 0.0
C 5.84143 0.17442 2.64220 0.0 0.0 0.0
C 4.57282 0.00323 3.17362 -0.1 0.0 0.1
C 3.48270 -0.14098 2.32928 0.1 -0.1 -0.1
C 2.83355 0.11784 -1.68924 -0.2 0.1 0.0
C 3.63859 -0.55434 -2.60280 -0.2 0.0 0.0
C 4.20224 0.12464 -3.67380 0.0 0.0 0.0
C 4.00343 1.49111 -3.80992 0.0 0.0 0.0
C 3.24918 2.17523 -2.86769 0.0 0.1 0.0
C 2.65366 1.49272 -1.82094 0.0 -0.1 0.0
P 1.89357 -3.72254 -2.31686 0.4 0.0 0.2
C 3.25216 -4.87357 -1.83027 -0.1 0.0 0.0
C 2.96447 -6.18738 -1.44663 0.1 0.1 0.1
C 3.96441 -7.01893 -0.96813 0.0 0.0 0.0
C 5.26622 -6.54802 -0.84324 0.0 0.0 0.0
C 5.56721 -5.25275 -1.23122 0.0 0.0 0.0
C 4.56721 -4.42190 -1.72607 0.0 0.0 -0.1
C 0.71093 -4.85970 -3.12512 0.0 0.3 -0.2
C -0.67314 -4.71678 -3.03664 0.0 -0.1 0.0
C -1.50294 -5.44474 -3.88818 0.0 0.1 0.1
C -0.96819 -6.30849 -4.83092 -0.1 0.0 0.0
C 0.40911 -6.43992 -4.93600 0.1 0.0 -0.1
C 1.24188 -5.70769 -4.10496 -0.1 0.0 0.1
H 0.27247 -3.09505 -0.51989 -0.1 0.0 -0.1
H 1.39360 -4.37188 -0.03802 0.0 0.0 0.2
H 3.28438 -2.71732 0.01317 0.1 0.1 0.1
H 2.05028 -2.44304 1.23099 0.1 0.0 0.1
H 5.09668 0.03093 -0.65343 0.0 0.0 0.0
H 7.00448 0.33199 0.84674 0.0 0.0 0.0
H 6.69438 0.29076 3.29960 0.0 0.0 0.0
H 4.43591 -0.01444 4.25058 0.0 0.0 -0.1
H 2.48400 -0.24567 2.72221 0.1 0.0 0.0
H 3.84389 -1.59849 -2.47364 0.0 -0.3 0.0
H 4.82607 -0.41436 -4.37770 0.0 0.0 0.0
H 4.45652 2.02705 -4.63616 0.0 0.0 0.1
H 3.14426 3.24845 -2.93754 -0.1 0.0 0.0
H 2.06989 2.02700 -1.08300 0.0 0.1 0.0
H 1.95118 -6.56278 -1.52890 0.0 0.0 0.0
H 3.72931 -8.04234 -0.70232 0.0 0.0 0.0
H 6.04493 -7.19099 -0.45259 0.0 0.0 -0.1
H 6.58257 -4.88450 -1.15393 0.0 0.0 0.0
H 4.84170 -3.42257 -2.04235 -0.1 0.0 0.0
H -1.10338 -4.03892 -2.30475 0.0 0.0 0.0
H -2.57759 -5.32370 -3.82797 0.0 0.0 0.0
H -1.61932 -6.87330 -5.48598 0.0 0.0 0.0
H 0.83971 -7.09546 -5.68408 0.0 0.0 0.1
H 2.31742 -5.79849 -4.20731 0.0 0.0 0.0
C 0.39090 -1.45196 -6.68118 0.0 0.1 0.0
C 0.79741 -0.31953 -5.74370 -0.1 -0.2 -0.2
N 0.48350 -0.62874 -4.34443 0.3 -0.3 -0.1
C -0.46791 -0.16971 -3.56704 0.0 0.4 0.3
S -0.38141 -0.76949 -1.91266 0.0 -0.7 0.7
N -1.47742 0.59000 -3.92253 -0.2 -0.2 -0.4
C -2.08859 0.75541 -5.25117 0.1 0.2 -0.2
C -1.98825 2.17864 -5.77979 0.0 -0.1 0.0
H 0.68155 -1.20549 -7.70341 0.0 0.0 0.1
H -0.68651 -1.62445 -6.66173 0.1 0.0 0.0
H 0.89060 -2.37893 -6.39296 0.0 0.0 0.0
H 0.32983 0.62367 -6.02008 0.1 0.0 0.1
H 1.87679 -0.17860 -5.78874 0.0 0.1 0.1
H 1.09358 -1.31750 -3.90661 0.0 0.1 0.0
H -1.98207 1.01068 -3.14547 0.1 0.0 0.1
H -3.13837 0.48758 -5.14225 0.0 -0.1 0.0
H -1.64210 0.05270 -5.94797 -0.1 0.0 0.1
H -2.40445 2.89134 -5.06351 0.0 0.0 -0.1
H -2.55615 2.26343 -6.70656 0.0 0.0 0.0
H -0.95362 2.45650 -5.99148 -0.1 0.0 0.0
C -4.25730 -1.25343 2.61004 -0.3 -0.1 0.0
N -4.04926 -2.48010 1.85058 0.1 0.2 0.2
C -5.08511 -3.48940 2.09072 0.0 0.0 0.0
P -2.71491 -2.88148 0.98949 -0.2 -0.7 -0.1
O -1.81704 -1.66029 0.86428 1.3 1.9 -0.3
N -2.00575 -4.16076 1.72075 -0.2 0.0 0.1
C -2.10933 -4.35626 3.16857 -0.1 0.0 0.0
C -1.21564 -5.18572 1.04033 0.1 0.1 0.1
N -3.12215 -3.43730 -0.51441 -0.1 0.2 0.2
C -3.68063 -2.42988 -1.42225 0.1 -0.1 0.0
C -3.75651 -4.75303 -0.68269 0.1 0.0 0.0
H -4.20321 -1.44225 3.68726 -0.1 -0.1 -0.1
H -5.24991 -0.85526 2.38786 0.0 0.0 0.0
H -3.51511 -0.51293 2.33600 -0.2 -0.2 0.2
H -5.17227 -3.70501 3.15934 0.0 0.0 0.0
H -4.85594 -4.41979 1.57670 0.0 0.1 0.1
H -6.05101 -3.12602 1.73534 0.0 0.0 0.0
H -2.58520 -3.49774 3.64142 0.0 -0.2 0.0
H -1.11421 -4.47833 3.60062 0.0 0.0 0.0
H -2.69175 -5.25199 3.39786 0.0 0.0 0.0
H -1.15998 -4.98585 -0.02757 0.0 0.0 0.0
H -1.66138 -6.17136 1.19592 0.0 0.0 0.0
H -0.20287 -5.21126 1.45125 0.0 0.0 0.0
H -4.76933 -2.35456 -1.31791 0.0 0.0 0.0
H -3.24330 -1.45905 -1.21227 0.1 0.0 0.0
H -3.45141 -2.70167 -2.45695 0.0 0.0 0.1
H -3.57518 -5.38697 0.18080 0.0 0.0 -0.1
H -3.34013 -5.25141 -1.55231 0.1 -0.1 -0.2
H -4.83537 -4.65347 -0.82383 0.0 0.0 0.0
```
Positions in Å, forces in eV/Å.

Values from the calculation:
total charge: +3
multiplicity: 1
DFT total energy: -159059.582 eV